Entry 1:
92
Properties=species:S:1:pos:R:3:mulliken_charge:R:1 method="wB97M-V/def2-TZVPD" s_squared=6.004 orbital_gap_ev="8.02 / 8.03" multiplicity=5 e_tot_ha=-4010.93311
C -1.325 -0.134 -4.312 -1.65
C -0.737 -1.270 -3.545 -0.25
H -1.481 -0.427 -5.353 0.52
H -0.695 0.766 -4.281 0.12
H -2.300 0.125 -3.886 0.33
C -0.261 -2.381 -4.126 0.66
C -0.248 -2.639 -5.594 -1.79
H 0.183 -3.182 -3.528 0.47
H -0.021 -1.741 -6.186 0.42
H -1.222 -3.022 -5.925 0.29
H 0.505 -3.405 -5.805 0.38
Ho 1.018 0.857 0.293 0.51
Cl 2.282 3.132 0.410 -0.63
C 0.385 -1.912 1.971 0.89
O 1.295 -1.130 1.592 -0.72
N 0.610 -3.018 2.685 0.41
C 1.986 -3.429 2.955 -0.99
C -0.421 -4.016 2.971 -0.81
H -0.663 -1.690 1.714 -0.12
H 2.640 -2.557 2.878 0.26
H 2.314 -4.211 2.249 0.23
H 2.028 -3.837 3.971 0.37
H -1.418 -3.613 2.751 0.01
H -0.369 -4.281 4.035 0.35
H -0.257 -4.927 2.373 0.33
H 1.358 3.513 5.575 0.34
H -0.669 5.089 4.738 0.31
C 1.608 3.442 4.510 -0.93
C -0.252 4.880 3.744 -0.89
N 0.391 3.570 3.717 0.22
H 2.061 2.476 4.293 0.20
C 0.086 2.676 2.774 0.43
O 0.776 1.652 2.497 -0.41
H -1.063 4.905 3.009 0.29
H -0.837 2.904 2.206 0.10
H 2.301 4.250 4.236 0.33
H 0.485 5.655 3.483 0.29
H 1.921 -0.042 -3.584 0.21
H 2.857 -2.757 -3.438 0.23
C 2.941 0.142 -3.217 -1.04
C 3.750 -2.194 -3.120 -0.83
N 3.372 -0.986 -2.394 0.34
H 2.961 1.067 -2.634 0.27
C 3.416 -0.922 -1.057 0.20
O 3.024 0.072 -0.402 -0.57
H 4.377 -2.830 -2.481 0.31
H 3.832 -1.821 -0.562 0.24
H 3.611 0.202 -4.081 0.44
H 4.302 -1.898 -4.019 0.33
O 0.438 -0.286 -1.672 0.43
C -0.606 -1.081 -2.020 -0.06
C 0.816 -2.984 -1.199 1.12
C -0.453 -2.430 -1.323 -0.11
H 1.670 -2.380 -1.509 -0.10
C 0.961 -4.285 -0.726 -0.86
H -1.533 -0.635 -1.627 0.54
C -1.589 -3.097 -0.872 -0.57
H 1.961 -4.716 -0.624 0.45
C -0.180 -5.009 -0.386 -1.02
C -1.449 -4.408 -0.417 -0.82
H -2.549 -2.570 -0.907 0.47
H -0.097 -6.056 -0.087 0.40
H -2.334 -4.962 -0.090 0.39
Si 0.236 4.369 -2.122 0.31
Cl 0.224 2.222 -2.064 0.03
C 1.990 5.022 -2.174 -1.02
C -0.945 4.749 -0.729 -0.60
C -0.519 4.929 -3.751 -1.11
H 2.730 4.211 -2.243 0.28
H 2.228 5.623 -1.284 0.32
H 2.107 5.659 -3.071 0.37
H 0.171 4.783 -4.591 0.30
H -0.734 6.009 -3.674 0.31
H -1.446 4.388 -3.994 0.29
H -0.981 3.941 0.014 -0.11
H -1.954 4.856 -1.154 0.32
H -0.686 5.690 -0.226 0.36
C -4.267 1.297 3.268 -1.02
Si -3.123 -0.184 3.153 0.24
C -1.877 -0.178 4.577 -0.63
C -4.059 -1.807 3.167 -0.89
C -2.142 0.025 1.592 -0.71
C -1.320 0.315 0.701 0.48
H -4.705 1.439 4.264 0.35
H -5.087 1.196 2.546 0.29
H -3.711 2.207 3.006 0.20
H -2.368 0.093 5.524 0.39
H -1.393 -1.154 4.724 0.23
H -1.068 0.543 4.397 -0.04
H -4.865 -1.792 2.424 0.29
H -3.417 -2.662 2.928 0.18
H -4.515 -1.994 4.148 0.31

=====

Entry 2:
235
Properties=species:S:1:pos:R:3:mulliken_charge:R:1 method="wB97M-V/def2-TZVPD" charge=+3 s_squared=0.787 orbital_gap_ev="4.72 / 2.79" multiplicity=2 e_tot_ha=-4593.32649
Hg -3.797 1.583 -0.892 2.01
Hg 3.175 -2.740 0.973 2.05
C 0.666 0.797 -0.070 -0.59
C 1.457 -0.413 0.105 0.63
C 0.669 -1.732 -0.137 0.07
O 1.276 -2.816 -0.140 -0.12
C -0.738 -1.678 -0.478 0.49
C -1.392 -0.498 -0.511 0.11
C -0.633 0.822 -0.310 0.11
O -1.201 1.970 -0.323 -0.01
O -2.691 -0.634 -0.637 -0.81
O 2.614 -0.517 0.519 0.48
H 1.145 1.732 0.180 0.07
H -1.266 -2.618 -0.530 -0.37
C -2.210 5.192 0.157 -1.96
C -3.305 4.301 0.713 2.51
C -4.134 5.051 1.750 -1.10
O -5.197 4.192 2.220 -0.45
C -5.949 4.797 3.284 -0.90
N -4.254 3.817 -0.278 -0.25
H -2.723 6.040 -0.298 0.58
H -1.691 4.699 -0.665 -0.25
H -1.529 5.590 0.910 0.50
H -2.899 3.493 1.321 -1.39
H -4.562 5.944 1.294 0.65
H -3.587 5.645 2.481 0.51
H -6.012 5.884 3.235 0.40
H -5.526 4.563 4.261 0.23
H -6.935 4.333 3.260 0.29
H -4.457 4.628 -0.843 0.44
H -5.133 3.979 0.192 0.17
C -3.940 -3.685 -3.534 -1.35
C -5.085 -2.739 -3.158 -0.03
C -5.803 -3.029 -1.867 -0.18
O -6.495 -4.360 -1.943 -0.39
C -7.217 -4.609 -0.765 -0.71
N -4.487 -1.431 -3.115 -0.14
H -4.294 -4.706 -3.678 0.58
H -3.101 -3.699 -2.839 0.09
H -3.532 -3.425 -4.510 0.37
H -5.832 -2.833 -3.945 0.52
H -6.490 -2.279 -1.477 0.57
H -5.004 -3.022 -1.126 -0.05
H -7.937 -3.817 -0.558 0.33
H -6.496 -4.702 0.047 0.23
H -7.703 -5.583 -0.820 0.29
H -5.125 -0.777 -2.683 0.27
H -3.772 -1.494 -2.404 -0.52
C 0.357 -4.351 -3.375 -0.78
C 0.921 -5.775 -3.035 0.16
C 2.031 -6.168 -3.983 -1.00
O 2.692 -7.368 -3.634 -0.41
C 3.589 -7.818 -4.659 -0.77
N 1.448 -5.706 -1.673 0.01
H 1.226 -3.694 -3.337 -0.19
H -0.359 -3.925 -2.673 -0.14
H -0.109 -4.221 -4.352 0.67
H 0.126 -6.520 -3.075 0.56
H 2.777 -5.374 -4.019 0.26
H 1.638 -6.229 -4.998 0.62
H 4.150 -8.644 -4.220 0.26
H 4.216 -6.974 -4.949 0.32
H 3.083 -8.108 -5.580 0.35
H 0.805 -5.209 -1.075 -0.63
H 1.263 -6.609 -1.261 0.36
C -2.933 0.582 2.884 -1.26
C -4.258 0.180 2.241 0.25
C -5.430 -0.054 3.251 -0.82
O -6.693 -0.226 2.599 -0.41
C -6.805 -1.420 1.812 -0.31
N -4.579 1.182 1.292 0.33
H -3.243 1.425 3.502 0.20
H -2.246 0.947 2.121 0.22
H -2.606 -0.245 3.513 0.35
H -4.083 -0.738 1.680 0.05
H -5.584 0.715 4.008 0.34
H -5.187 -0.939 3.839 0.48
H -6.033 -1.519 1.049 -0.09
H -7.809 -1.423 1.387 0.31
H -6.710 -2.333 2.401 0.38
H -4.667 2.039 1.819 -0.23
H -5.561 1.074 1.082 0.50
C -1.406 0.078 -6.150 -1.53
C -0.805 -0.855 -5.051 0.37
C 0.694 -0.588 -4.812 0.21
O 1.404 -0.658 -6.036 -0.51
C 2.794 -0.374 -5.942 -0.55
N -1.538 -0.547 -3.802 0.28
H -0.941 -0.006 -7.132 0.43
H -1.298 1.146 -5.964 0.10
H -2.419 -0.261 -6.371 0.47
H -1.063 -1.870 -5.353 0.31
H 1.145 -1.458 -4.335 -0.22
H 0.981 0.294 -4.240 0.26
H 3.262 -1.124 -5.304 0.04
H 2.960 0.591 -5.462 0.26
H 3.324 -0.559 -6.876 0.34
H -2.453 -0.960 -3.905 0.12
H -1.168 -1.175 -3.103 -0.86
C -3.358 4.201 -3.364 -1.87
C -2.570 2.998 -3.717 0.43
C -1.042 3.196 -3.583 1.01
O -0.498 4.077 -4.536 -0.51
C 0.924 3.962 -4.702 -0.36
N -3.092 1.805 -3.083 0.28
H -3.171 4.659 -2.393 0.13
H -4.445 4.204 -3.452 0.38
H -2.966 4.870 -4.130 0.56
H -2.713 2.768 -4.773 0.52
H -0.547 2.228 -3.653 -0.34
H -0.793 3.601 -2.602 -0.37
H 1.550 4.316 -3.883 0.09
H 1.139 4.530 -5.607 0.34
H 1.207 2.949 -4.989 0.10
H -3.871 1.636 -3.703 0.43
H -2.484 1.042 -3.345 -0.15
C 2.079 8.937 -0.291 -1.32
C 2.134 8.407 -1.724 0.12
C 1.465 6.976 -1.660 -0.34
O 2.269 5.975 -0.932 -0.40
C 1.512 4.806 -0.704 0.52
N 1.519 9.283 -2.650 -0.64
H 1.057 8.918 0.090 0.28
H 2.416 9.973 -0.325 0.37
H 2.645 8.334 0.418 0.31
H 3.171 8.246 -2.017 0.44
H 1.374 6.666 -2.701 0.21
H 0.475 7.195 -1.259 0.14
H 2.081 4.116 -0.082 -0.31
H 1.154 4.348 -1.626 -0.06
H 0.647 5.021 -0.076 -0.02
H 0.538 9.128 -2.462 0.28
H 1.689 9.007 -3.607 0.29
C -2.727 -4.226 2.139 -1.09
C -2.043 -5.359 1.250 0.39
C -2.717 -5.770 -0.060 0.10
O -3.917 -6.534 0.103 -0.46
C -4.488 -6.770 -1.174 -0.62
N -0.647 -4.935 1.077 -0.28
H -3.745 -4.528 2.385 0.66
H -2.825 -3.323 1.537 -0.12
H -2.249 -3.977 3.087 0.22
H -2.063 -6.176 1.971 0.45
H -2.098 -6.285 -0.795 0.33
H -3.007 -4.884 -0.623 -0.44
H -4.676 -5.961 -1.880 0.08
H -5.468 -7.160 -0.900 0.25
H -3.892 -7.551 -1.645 0.43
H -0.260 -4.843 2.005 0.23
H -0.493 -4.048 0.618 -0.98
C 4.808 3.147 0.269 -0.96
C 5.711 1.903 0.020 0.67
C 7.220 2.172 0.332 -0.96
O 7.745 3.361 -0.352 -0.32
C 9.067 3.668 -0.135 -0.76
N 5.287 0.847 0.877 -0.01
H 3.775 2.810 0.180 -0.17
H 5.264 3.794 -0.481 0.65
H 4.982 3.599 1.246 0.18
H 5.625 1.737 -1.054 0.29
H 7.817 1.307 0.043 0.47
H 7.317 2.317 1.408 0.39
H 9.420 4.344 -0.913 0.26
H 9.681 2.772 -0.234 0.31
H 9.314 4.121 0.825 0.30
H 5.684 -0.073 0.753 0.32
H 4.321 0.690 0.626 -0.87
C 0.412 -2.058 3.067 1.14
C 1.300 -2.859 3.948 0.97
C 0.612 -3.857 4.941 -1.39
O -0.092 -4.795 4.133 -0.16
C -0.632 -5.860 4.936 -1.01
N 2.209 -3.552 3.014 -0.41
H 0.975 -1.195 2.712 -0.75
H -0.339 -1.620 3.725 0.68
H -0.014 -2.581 2.211 -1.01
H 1.862 -2.163 4.571 -0.66
H -0.108 -3.309 5.549 0.51
H 1.326 -4.239 5.672 0.57
H -1.069 -6.595 4.260 0.26
H -1.441 -5.384 5.491 0.38
H -0.012 -6.353 5.685 0.36
H 2.991 -3.895 3.553 0.39
H 1.730 -4.436 2.924 0.26
C 4.366 -0.541 5.429 -1.25
C 3.706 0.484 4.462 0.02
C 4.647 1.724 4.257 -0.46
O 4.603 2.723 5.294 -0.43
C 5.537 3.696 5.187 -0.77
N 3.524 -0.238 3.222 0.66
H 4.636 -0.101 6.389 0.41
H 5.199 -1.089 4.990 0.40
H 3.545 -1.228 5.633 0.29
H 2.719 0.803 4.798 0.38
H 4.570 2.245 3.302 -0.11
H 5.691 1.421 4.190 0.46
H 5.572 4.455 5.969 0.29
H 5.288 4.176 4.240 0.30
H 6.558 3.349 5.031 0.32
H 4.409 -0.697 3.055 0.25
H 3.367 0.390 2.447 -0.62
C 5.267 -6.057 -1.335 -1.20
C 4.866 -4.778 -0.549 -0.13
C 4.619 -3.653 -1.563 -0.67
O 4.117 -2.428 -1.027 -0.38
C 4.198 -1.368 -2.020 -0.74
N 3.665 -5.011 0.280 -0.34
H 4.343 -6.373 -1.818 0.22
H 5.502 -6.839 -0.613 0.43
H 6.111 -5.832 -1.988 0.42
H 5.642 -4.480 0.155 0.37
H 3.878 -3.948 -2.306 0.06
H 5.568 -3.473 -2.068 0.56
H 3.530 -0.552 -1.745 0.29
H 3.863 -1.528 -3.046 0.08
H 5.232 -1.101 -2.235 0.43
H 3.946 -5.809 0.831 0.36
H 3.007 -5.458 -0.343 0.13
C -2.749 5.317 5.290 -1.22
C -1.332 4.833 5.271 0.34
C -1.113 3.843 4.148 0.32
O 0.242 3.438 4.098 -0.40
C 0.401 2.316 3.184 0.35
N -0.481 6.027 5.111 -0.77
H -2.936 5.681 6.300 0.35
H -3.408 4.453 5.203 0.16
H -2.949 6.068 4.526 0.34
H -1.027 4.363 6.206 0.46
H -1.416 4.285 3.199 -0.19
H -1.866 3.062 4.250 -0.18
H -0.208 1.472 3.506 0.13
H 1.426 1.950 3.130 -0.40
H 0.108 2.577 2.167 -0.02
H -0.938 6.599 4.415 0.29
H 0.264 5.570 4.606 0.32

=====

Entry 3:
15
Properties=species:S:1:pos:R:3:mulliken_charge:R:1 method="wB97M-V/def2-TZVPD" orbital_gap_ev=8.88 e_tot_ha=-304.61043
C 1.110 -0.524 -0.975 -1.18
C 0.727 0.449 0.752 -0.04
C -0.049 1.479 -0.091 -0.52
N -1.151 0.558 0.071 -0.26
C -0.540 -0.379 0.974 0.03
C -0.819 -1.750 0.549 0.07
N -1.019 -2.837 0.199 -0.47
H 0.701 -0.471 -2.025 0.31
H 2.075 -0.083 -0.971 0.45
H 1.296 -1.577 -0.816 0.45
H 1.082 0.878 1.726 0.30
H 0.114 1.629 -1.171 0.21
H -0.410 2.473 0.177 0.23
H -2.075 0.571 -0.326 0.14
H -1.109 -0.357 1.896 0.30

=====

Entry 4:
125
Properties=species:S:1:pos:R:3:mulliken_charge:R:1 method="wB97M-V/def2-TZVPD" orbital_gap_ev=9.82 e_tot_ha=-4866.25715
C -4.212 -1.683 0.438 -1.02
C -3.870 -3.009 -0.228 0.01
C -3.561 -2.619 -1.645 -0.72
O -3.026 -1.281 -1.453 -0.51
C -3.582 -0.550 -0.373 1.23
H -3.836 -1.540 1.451 0.52
H -5.280 -1.484 0.532 0.33
H -4.719 -3.668 -0.046 0.62
H -3.082 -3.644 0.175 -0.46
H -4.322 -2.520 -2.419 0.27
H -2.781 -3.227 -2.102 0.33
H -4.361 0.062 -0.827 0.75
H -2.801 -0.017 0.169 -1.35
C -2.071 4.700 2.683 0.67
C -0.562 4.638 2.676 -1.06
C -0.430 3.118 2.916 0.87
O -1.590 2.733 3.559 -0.52
C -2.472 3.801 3.822 -0.63
H -2.488 4.517 1.693 -0.65
H -2.492 5.684 2.890 0.59
H -0.140 5.167 3.531 0.39
H -0.023 5.061 1.829 0.51
H 0.362 2.956 3.647 0.62
H -0.241 2.492 2.044 0.04
H -2.205 4.315 4.746 0.34
H -3.494 3.428 3.899 0.39
O 3.488 3.584 -2.410 -0.57
S 3.427 4.308 -1.179 1.13
O 3.995 5.646 -1.101 -0.67
O 1.973 4.179 -0.453 -0.46
C 1.342 2.891 -0.608 0.23
C 0.324 2.752 -1.825 0.31
C 4.366 3.369 0.134 -0.77
H 0.680 2.954 0.256 -0.58
H 1.988 2.023 -0.477 0.11
H -0.130 1.768 -1.713 -0.51
H 0.832 2.848 -2.784 1.65
H -0.386 3.574 -1.737 -2.11
H 4.012 3.754 1.090 0.26
H 5.337 3.775 -0.150 0.48
H 4.272 2.284 0.104 0.09
O -2.896 2.882 -1.222 -0.52
S -2.965 4.283 -1.038 1.34
O -3.686 5.041 -2.065 -0.71
O -3.683 4.676 0.370 -0.28
C -5.026 4.477 0.427 -0.51
C -5.204 3.376 1.455 -0.27
C -1.243 5.088 -0.680 -0.76
H -5.462 4.125 -0.507 0.38
H -5.557 5.404 0.644 0.36
H -6.218 3.228 1.826 0.51
H -4.552 3.607 2.297 -0.22
H -4.962 2.402 1.030 -0.04
H -0.641 5.061 -1.589 1.32
H -0.820 4.639 0.218 -0.59
H -1.548 6.100 -0.415 0.52
O 1.461 -6.942 1.200 -0.69
S 1.363 -5.505 1.531 1.33
O 2.250 -4.569 0.866 -0.81
O -0.234 -4.907 1.287 -0.70
C -0.386 -3.737 0.534 1.53
C -1.724 -3.102 0.972 -0.32
C 1.598 -5.188 3.372 -0.82
H -0.483 -3.960 -0.528 0.29
H 0.457 -3.081 0.752 -0.12
H -1.855 -2.083 0.607 -0.86
H -1.625 -3.003 2.052 0.51
H -2.605 -3.739 0.889 0.12
H 2.054 -4.206 3.497 0.31
H 2.041 -6.075 3.826 0.42
H 0.578 -5.179 3.756 0.55
O 6.336 -4.613 3.099 -0.69
S 4.923 -4.357 3.051 1.21
O 4.112 -4.437 4.254 -0.65
O 4.709 -2.833 2.456 -0.47
C 3.378 -2.448 2.332 0.63
C 3.376 -1.225 1.447 -1.04
C 4.200 -5.546 1.816 0.41
H 3.050 -2.136 3.323 0.51
H 2.627 -3.209 2.121 -1.10
H 3.645 -1.339 0.397 0.06
H 4.133 -0.490 1.723 0.47
H 2.448 -0.654 1.455 0.57
H 3.919 -6.457 2.343 0.45
H 5.034 -5.699 1.131 0.44
H 3.396 -4.979 1.347 -0.89
O 2.815 0.023 -0.289 -0.72
S 1.525 -0.630 -0.185 1.84
O 1.242 -1.468 0.990 -0.70
O 0.397 0.593 -0.310 -0.48
C -0.974 0.313 -0.135 -2.69
C -1.557 1.541 0.414 1.03
C 1.075 -1.353 -1.861 -1.44
H -1.113 -0.533 0.538 1.09
H -1.494 0.050 -1.056 0.48
H -1.779 2.216 -0.413 0.12
H -1.048 2.016 1.252 -2.04
H -2.615 1.483 0.669 0.84
H 1.252 -0.574 -2.602 -0.56
H 0.004 -1.553 -1.897 0.43
H 1.782 -2.168 -2.016 0.89
C 1.113 -5.744 -1.145 -1.53
O 1.562 -4.396 -1.132 0.06
C 2.729 -4.059 -1.636 0.76
O 3.550 -4.844 -2.191 -0.69
O 2.784 -2.711 -1.640 -0.27
C 3.744 -2.003 -2.413 -0.86
H 0.915 -6.193 -2.118 0.42
H 0.263 -5.761 -0.462 0.62
H 1.787 -6.398 -0.592 0.59
H 4.022 -1.044 -1.975 0.16
H 3.440 -2.008 -3.460 0.27
H 4.641 -2.606 -2.272 0.49
C 0.808 0.142 -5.301 0.02
O 0.210 1.421 -5.261 -0.38
C -0.410 1.771 -4.150 0.43
O -0.668 1.006 -3.214 -0.32
O -0.887 3.117 -4.308 -0.39
C -1.807 3.634 -3.271 -2.36
H 1.130 -0.247 -4.335 0.08
H 1.597 0.214 -6.048 0.31
H 0.028 -0.564 -5.586 0.32
H -2.329 2.883 -2.679 0.64
H -2.492 4.355 -3.716 0.55
H -1.196 4.249 -2.610 1.65